{
  "formula": "C26H37Cl30N2O",
  "method": "the ωB97M-V functional and the def2-TZVPD basis",
  "species": ["C", "C", "N", "C", "C", "C", "C", "C", "C", "C", "C", "C", "N", "C", "C", "C", "C", "O", "C", "H", "H", "H", "H", "H", "H", "H", "H", "H", "H", "H", "H", "H", "H", "H", "H", "H", "H", "H", "H", "H", "H", "H", "H", "H", "H", "H", "C", "Cl", "Cl", "Cl", "H", "C", "Cl", "Cl", "Cl", "H", "C", "Cl", "Cl", "Cl", "H", "C", "Cl", "Cl", "Cl", "H", "C", "Cl", "Cl", "Cl", "H", "C", "Cl", "Cl", "Cl", "H", "C", "Cl", "Cl", "Cl", "H", "C", "Cl", "Cl", "Cl", "H", "C", "Cl", "Cl", "Cl", "H", "C", "Cl", "Cl", "Cl", "H"],
  "xyz": [[4.64845, 3.41457, -0.00815], [5.44496, 3.43752, -1.30616], [5.84059, 4.52172, -1.82978], [5.69031, 2.04700, -1.94479], [4.34202, 1.32007, -1.95600], [3.31605, 1.92194, -2.68418], [2.06594, 1.32634, -2.69111], [0.91839, 1.93861, -3.46526], [0.85833, 3.47508, -3.41958], [-0.50184, 3.86146, -4.04831], [0.88512, 4.06892, -2.00043], [1.90928, 0.15853, -1.98841], [2.89438, -0.39404, -1.30436], [2.69805, -1.65353, -0.52526], [1.49390, -1.58104, 0.42148], [1.83065, -0.88808, 1.77473], [1.14717, 0.49747, 1.90654], [0.65391, 0.67294, 3.23295], [4.11632, 0.16593, -1.27400], [4.79865, 2.44684, 0.48791], [4.93968, 4.25120, 0.62526], [3.58162, 3.43632, -0.26410], [6.32660, 4.29808, -2.70171], [6.34044, 1.46402, -1.27949], [6.10339, 2.13377, -2.95196], [3.51575, 2.85045, -3.21188], [0.99752, 1.64464, -4.52156], [-0.01410, 1.50952, -3.07426], [1.62561, 3.92758, -4.06046], [-0.63195, 4.94617, -4.10365], [-1.32709, 3.47020, -3.44029], [-0.61047, 3.40582, -5.03622], [1.90166, 4.17524, -1.60126], [0.20782, 3.55372, -1.31075], [0.50821, 5.09666, -2.07985], [0.92120, -0.28962, -1.98612], [2.62922, -2.46911, -1.25360], [3.57875, -1.82424, 0.09825], [1.22589, -2.61602, 0.65837], [0.61292, -1.12929, -0.05327], [1.42237, -1.51319, 2.57620], [2.91205, -0.82282, 1.94781], [1.85753, 1.31612, 1.71370], [0.33259, 0.57654, 1.17805], [1.31641, 1.17321, 3.71883], [4.91238, -0.27652, -0.68629], [-3.98507, 2.68716, -5.24440], [-4.89181, 3.39793, -3.91466], [-3.11677, 3.93673, -6.14517], [-2.86625, 1.45325, -4.63709], [-4.68229, 2.20673, -5.91896], [-2.15103, -3.25205, -1.05991], [-0.84225, -2.23257, -1.69313], [-1.64642, -4.03728, 0.43679], [-3.60542, -2.29782, -0.80228], [-2.36857, -4.01582, -1.79600], [4.01428, -4.87744, 1.51289], [4.41076, -6.41949, 2.24947], [2.26308, -4.65803, 1.42819], [4.75052, -3.52525, 2.40196], [4.41373, -4.87504, 0.50632], [3.57872, -6.09779, 6.50791], [3.38015, -7.69707, 5.78692], [4.80043, -6.13389, 7.77740], [3.99292, -4.90698, 5.26758], [2.63582, -5.80712, 6.95365], [-6.65777, 3.54798, -0.01616], [-5.52909, 2.33850, 0.60769], [-5.81689, 4.71143, -1.04163], [-7.96878, 2.77879, -0.90563], [-7.08399, 4.08016, 0.82532], [-6.89858, 8.06216, -3.14153], [-6.43960, 8.65768, -1.54554], [-5.60733, 7.07491, -3.83373], [-8.40866, 7.15093, -3.05835], [-7.05428, 8.91516, -3.78961], [-1.32352, -6.00109, 4.15509], [-2.59915, -6.50105, 3.04156], [-0.86271, -7.33295, 5.21265], [0.08250, -5.40348, 3.26309], [-1.70582, -5.19512, 4.76901], [7.62204, -3.56014, 4.76325], [6.97683, -2.27215, 5.78627], [9.29974, -3.22739, 4.32528], [7.47732, -5.12292, 5.55894], [7.03721, -3.59211, 3.85416], [-4.90485, -9.26334, 3.93783], [-6.07697, -8.88685, 2.66980], [-5.47961, -8.69288, 5.50555], [-4.57542, -10.99562, 3.98684], [-3.97959, -8.74886, 3.70972], [-11.58928, 4.23723, -0.98883], [-10.38104, 5.36089, -1.62349], [-10.98497, 3.38815, 0.43898], [-13.08237, 5.09535, -0.60861], [-11.80657, 3.50176, -1.75299]],
  "forces_ev_per_angstrom": [[0.29, -0.36, -0.64], [0.17, -0.31, -0.07], [-0.12, -0.52, 0.06], [-0.93, -0.14, 1.14], [0.93, 1.41, -1.18], [0.00, -0.60, 0.33], [0.04, 1.01, -0.92], [0.35, -0.11, 0.16], [-1.36, 0.20, 0.14], [0.22, -0.25, 0.09], [0.31, 0.59, -0.50], [-1.10, 0.08, -0.25], [0.98, -0.76, 1.03], [-0.71, -0.26, 0.08], [0.48, -0.09, 0.54], [-0.73, 0.23, -0.53], [0.78, -0.13, 0.53], [-0.05, 0.14, -0.37], [0.09, 0.13, 0.06], [0.12, 0.31, 0.18], [-0.21, -0.10, -0.04], [0.13, 0.30, 0.21], [0.05, 0.33, 0.04], [0.28, 0.26, -0.32], [0.03, -0.07, 0.17], [-0.12, -0.09, 0.04], [-0.04, -0.13, 0.22], [0.04, 0.20, -0.14], [0.13, -0.19, 0.29], [0.13, -0.16, -0.16], [0.19, 0.09, 0.00], [0.03, 0.27, 0.05], [-0.23, -0.32, 0.18], [0.27, -0.14, -0.07], [0.09, -0.16, 0.11], [0.31, -0.30, 0.24], [-0.14, 0.15, 0.09], [0.08, 0.15, -0.36], [-0.07, 0.40, -0.38], [0.46, -0.10, 0.29], [0.07, 0.17, -0.06], [-0.15, -0.01, -0.06], [-0.12, -0.19, -0.33], [-0.11, 0.04, 0.37], [-0.17, -0.05, 0.12], [-0.34, -0.30, 0.00], [-0.03, 0.18, 0.09], [0.05, -0.09, -0.08], [-0.16, -0.08, -0.07], [-0.12, -0.18, -0.11], [0.06, -0.02, 0.00], [-0.26, 0.00, 0.28], [-0.22, -0.18, -0.43], [0.06, 0.00, -0.11], [0.08, -0.01, -0.07], [0.08, 0.03, -0.01], [0.08, -0.27, 0.17], [0.04, 0.07, -0.15], [0.42, -0.15, -0.25], [-0.02, 0.09, -0.21], [-0.04, 0.07, 0.01], [0.10, -0.07, 0.03], [-0.04, 0.04, -0.01], [-0.08, 0.02, -0.01], [-0.22, 0.06, 0.21], [0.01, -0.01, -0.03], [-0.01, -0.07, -0.13], [-0.01, 0.02, 0.04], [-0.04, 0.13, 0.11], [0.23, -0.09, -0.03], [0.02, -0.01, -0.02], [-0.02, -0.04, 0.10], [-0.01, 0.00, -0.04], [-0.01, 0.01, -0.03], [0.22, 0.18, -0.18], [0.00, -0.02, 0.01], [0.00, -0.12, 0.07], [-0.01, 0.09, -0.04], [-0.01, 0.06, -0.01], [-0.28, -0.11, 0.30], [0.00, -0.01, -0.04], [0.10, -0.06, 0.11], [-0.05, 0.00, -0.06], [-0.05, 0.01, -0.03], [0.12, 0.01, -0.04], [0.03, -0.01, 0.01], [-0.08, -0.10, 0.04], [0.09, 0.04, 0.01], [0.05, 0.04, -0.03], [0.03, 0.04, -0.01], [-0.06, -0.04, 0.02], [-0.08, 0.13, 0.09], [-0.16, -0.23, 0.18], [-0.15, 0.05, -0.03], [0.00, -0.05, -0.04], [0.03, 0.02, 0.02]],
  "lowdin_charge": [-0.024, -0.422, 0.157, -0.067, -0.179, 0.076, -0.135, -0.118, -0.406, -0.133, -0.056, 0.028, -0.004, -0.102, -0.240, -0.149, -0.250, -0.058, 0.032, 0.077, 0.092, 0.065, 0.059, 0.125, 0.127, 0.149, 0.142, 0.116, 0.136, 0.086, 0.055, 0.037, 0.058, 0.094, 0.086, 0.100, 0.139, 0.096, 0.015, 0.029, 0.115, 0.099, 0.112, 0.112, 0.089, 0.156, -1.504, 0.511, 0.561, 0.533, 0.016, -1.501, 0.578, 0.530, 0.562, 0.021, -1.482, 0.568, 0.553, 0.537, 0.017, -1.523, 0.524, 0.536, 0.470, 0.014, -1.527, 0.520, 0.492, 0.508, 0.019, -1.533, 0.529, 0.501, 0.495, 0.014, -1.513, 0.550, 0.547, 0.471, 0.020, -1.574, 0.519, 0.533, 0.519, -0.057, -1.575, 0.517, 0.521, 0.529, -0.058, -1.536, 0.474, 0.505, 0.536, 0.015],
  "e_homo_ha": -0.4456,
  "homo_lumo_gap_ev": 8.3,
  "total_charge": 1
}

=====

{
  "formula": "C26H37Cl3GeN3OReSi3",
  "method": "the ωB97M-V functional and the def2-TZVPD basis",
  "species": ["Re", "N", "C", "C", "C", "C", "C", "C", "C", "C", "C", "C", "C", "C", "N", "C", "C", "C", "C", "N", "H", "H", "H", "H", "H", "H", "H", "H", "H", "H", "C", "O", "Si", "C", "C", "C", "Si", "C", "C", "C", "Si", "C", "C", "C", "H", "H", "H", "H", "H", "H", "H", "H", "H", "H", "H", "H", "H", "H", "H", "H", "H", "H", "H", "H", "H", "H", "H", "H", "H", "H", "H", "Cl", "Ge", "Cl", "Cl"],
  "xyz": [[-0.57903, -0.82448, -1.05650], [6.76754, 6.28841, -2.64153], [5.94591, 5.50648, -2.46606], [4.91617, 4.52692, -2.24155], [3.94745, 4.75560, -1.26700], [2.95095, 3.81962, -1.05908], [2.92986, 2.64082, -1.80628], [3.91160, 2.41135, -2.77087], [4.89404, 3.35723, -2.99806], [1.86590, 1.64222, -1.57308], [2.25847, 0.33997, -1.18829], [3.54531, -0.10121, -0.92479], [3.48207, -1.46859, -0.59309], [2.16358, -1.82027, -0.64034], [1.37399, -0.73469, -0.98376], [0.54670, 2.02135, -1.74411], [0.06272, 3.26363, -2.21697], [-1.31585, 3.19783, -2.24660], [-1.65594, 1.91798, -1.81777], [-0.56300, 1.19262, -1.50215], [3.98045, 5.66292, -0.67997], [2.20251, 3.99128, -0.29550], [3.88646, 1.50796, -3.36709], [5.64421, 3.19627, -3.75976], [4.43359, 0.50862, -0.96205], [4.30729, -2.11527, -0.34529], [1.72150, -2.78413, -0.45035], [0.68246, 4.09457, -2.51257], [-2.00755, 3.96506, -2.55215], [-2.64643, 1.50909, -1.71830], [-3.78273, -0.73535, -2.08905], [-2.73159, -0.85859, -1.09609], [-3.00982, -1.08138, 0.60256], [-4.01165, 0.37069, 1.17247], [-4.01230, -2.61647, 0.81873], [-1.12323, -1.18791, 0.87175], [-0.62215, -2.83087, 1.85272], [-1.75539, -3.12328, 3.30506], [-0.76269, -4.36053, 0.76776], [1.14060, -2.83447, 2.47543], [-0.51583, 0.38507, 2.01182], [-1.31701, 0.09096, 3.67446], [-0.99991, 2.07715, 1.38821], [1.33314, 0.47829, 2.21692], [-4.61019, -0.17965, -1.64863], [-4.10961, -1.72876, -2.38641], [-3.39439, -0.20697, -2.95372], [-5.06808, 0.10607, 1.07558], [-3.83925, 1.27116, 0.58381], [-3.84626, 0.62083, 2.22113], [-4.87231, -2.54315, 0.14503], [-4.41664, -2.65850, 1.83176], [-3.50065, -3.55418, 0.60844], [-2.81362, -2.95649, 3.11696], [-1.47010, -2.53988, 4.17693], [-1.64610, -4.17610, 3.58106], [-1.69701, -4.48763, 0.21427], [-0.71306, -5.21569, 1.45101], [0.09940, -4.50877, 0.10972], [1.17590, -2.54324, 3.52702], [1.83602, -2.20401, 1.92987], [1.50992, -3.86223, 2.41898], [-2.28022, -0.41543, 3.65846], [-1.46559, 1.07017, 4.13755], [-0.65121, -0.47599, 4.32555], [-1.97969, 2.18971, 0.93507], [-0.25005, 2.47480, 0.70368], [-0.98260, 2.71181, 2.28020], [1.73334, -0.24432, 2.92233], [1.52791, 1.47403, 2.62914], [1.89220, 0.40380, 1.28318], [-0.89212, -1.24037, -3.43180], [-0.80252, -3.23656, -1.92609], [0.71249, -4.44192, -2.75194], [-2.66828, -4.14502, -2.35995]],
  "forces_ev_per_angstrom": [[-0.81, 0.68, 0.40], [0.00, 0.00, 0.00], [-0.02, -0.02, 0.00], [0.02, 0.02, 0.00], [0.00, 0.00, 0.01], [-0.01, 0.00, -0.01], [0.00, 0.06, 0.03], [-0.02, -0.02, -0.01], [0.01, 0.00, -0.01], [0.15, -0.18, 0.01], [-0.16, 0.13, -0.09], [0.16, -0.19, 0.02], [0.13, 0.16, -0.01], [-0.15, 0.13, -0.03], [0.42, -0.20, 0.01], [-0.19, 0.12, -0.07], [0.17, -0.07, 0.05], [-0.13, -0.11, 0.03], [-0.06, 0.17, -0.03], [0.27, -0.54, -0.02], [0.00, 0.00, 0.00], [0.00, 0.00, -0.01], [0.00, 0.01, 0.00], [0.00, 0.00, 0.00], [-0.02, 0.00, 0.00], [-0.01, 0.00, 0.00], [0.00, -0.01, 0.03], [-0.01, 0.00, 0.01], [0.01, 0.00, 0.00], [-0.01, -0.03, 0.00], [-0.03, -0.03, -0.02], [0.00, 0.14, 0.08], [-0.02, -0.06, -0.06], [0.01, 0.00, 0.04], [-0.02, -0.05, -0.03], [0.01, -0.30, -0.28], [0.05, 0.00, 0.04], [-0.03, -0.01, 0.06], [-0.06, -0.04, -0.02], [-0.04, 0.05, 0.07], [0.25, 0.13, -0.05], [-0.06, -0.05, 0.01], [-0.04, -0.01, -0.01], [0.00, -0.04, -0.03], [0.01, 0.00, 0.00], [0.00, 0.01, 0.02], [0.00, 0.00, 0.01], [0.01, 0.00, 0.01], [0.02, 0.01, 0.01], [0.01, 0.01, 0.01], [0.00, -0.01, -0.01], [-0.04, -0.01, -0.05], [-0.05, 0.06, 0.03], [0.02, -0.01, 0.03], [0.01, 0.00, 0.02], [0.00, 0.01, -0.01], [0.09, -0.01, 0.05], [-0.03, 0.02, 0.00], [0.04, 0.03, -0.07], [0.02, 0.04, -0.01], [0.04, 0.00, -0.05], [-0.01, 0.00, 0.02], [-0.03, 0.03, 0.00], [0.02, 0.00, -0.02], [0.00, -0.02, -0.01], [-0.04, 0.01, 0.00], [-0.02, 0.00, 0.00], [-0.01, 0.00, -0.02], [0.01, -0.03, 0.02], [0.00, -0.01, 0.00], [-0.01, 0.00, 0.06], [0.14, -0.21, -0.04], [-0.03, 0.27, -0.08], [0.03, 0.01, -0.01], [0.04, 0.00, -0.02]],
  "lowdin_spin": [1.655, 0.000, 0.000, 0.000, 0.000, 0.000, 0.000, 0.000, 0.000, -0.002, 0.011, 0.043, 0.019, 0.039, 0.058, 0.006, 0.008, 0.003, 0.006, 0.014, 0.000, 0.000, 0.000, 0.000, 0.002, 0.001, 0.002, 0.001, 0.000, 0.000, 0.003, 0.062, 0.012, 0.006, 0.002, 0.012, 0.020, 0.003, 0.000, 0.005, -0.004, -0.006, 0.000, 0.000, 0.001, 0.002, 0.000, 0.001, 0.000, 0.000, 0.000, 0.000, 0.000, 0.000, 0.000, 0.001, 0.000, 0.000, 0.000, 0.000, 0.000, 0.001, 0.000, -0.001, 0.000, 0.000, 0.000, 0.000, 0.000, 0.000, 0.000, 0.008, 0.012, -0.002, -0.003],
  "e_homo_ha": [-0.5290, -0.5292],
  "de_lowest_ev": 0.0000,
  "homo_lumo_gap_ev": [5.7, 6.2],
  "total_charge": 2,
  "multiplicity": 3
}